No. 1
Computed, not measured: a cluster of 2 separate species, C2H2FIO in total in a non-equilibrium geometry, with ωB97M-V/def2-TZVPD.

The geometry in XYZ format:
```
7
Properties=species:S:1:pos:R:3:forces:R:3
C -2.061 -1.579 0.213 1.424 -1.793 0.738
C 1.424 0.795 -0.204 -0.007 -3.155 -1.468
O -1.048 -2.013 0.575 -1.050 0.438 -0.391
F 1.332 1.100 1.063 -0.113 0.089 1.253
I -2.568 0.420 -0.293 -0.356 1.369 -0.350
H 1.403 -0.347 -0.494 0.043 2.698 0.746
H 1.518 1.624 -0.860 0.059 0.354 -0.528
```
Positions in Å, forces in eV/Å.

Calculated values
Energy relative to the best compared isomer or geometry (same formula, charge and spin) (kcal/mol): 67.7
Highest occupied orbital energy (alpha / beta) (eV): -8.76 / -8.19
Frontier orbital gap (alpha / beta) (eV): 9.3 / 6.5

No. 2
Computed, not measured: a cluster of 8 separate species, C32H45NO18S in total in a non-equilibrium geometry, with ωB97M-V/def2-TZVPD.

The geometry in XYZ format:
```
97
Properties=species:S:1:pos:R:3:forces:R:3
O -3.281 1.701 -0.369 -0.275 0.409 0.075
N -3.738 1.991 0.731 0.291 -1.328 0.124
O -4.915 2.059 1.004 0.112 0.351 -0.222
C -2.767 2.109 1.832 0.067 0.618 -0.315
C -3.128 1.685 3.090 0.010 0.215 0.486
C -2.243 1.952 4.127 0.247 -0.199 -0.021
C -1.063 2.658 3.912 -0.468 -0.206 0.006
C -0.723 3.051 2.622 0.110 -0.070 -0.024
C -1.563 2.748 1.563 -0.244 0.046 0.024
H -4.073 1.202 3.296 -0.006 -0.115 -0.257
H -2.459 1.573 5.118 -0.120 0.148 0.005
H -0.470 2.897 4.785 0.288 0.039 -0.199
H 0.186 3.599 2.410 0.018 -0.005 0.159
H -1.335 3.076 0.557 -0.069 -0.020 -0.001
O -1.214 -2.174 2.702 -0.285 -0.308 -0.078
S 0.202 -2.164 2.790 0.218 -0.622 -0.519
O 0.872 -0.939 2.943 0.483 0.715 0.195
O 0.712 -3.176 3.905 0.491 0.146 0.655
C 0.897 -4.462 3.305 -0.987 -0.264 -0.974
C 1.532 -4.141 1.982 1.051 0.541 -0.560
O 0.812 -2.974 1.543 -0.731 0.132 0.133
H 1.455 -5.190 3.881 0.062 0.426 0.549
H -0.126 -4.804 3.111 0.223 -0.573 0.090
H 1.494 -4.923 1.226 -0.562 -0.007 0.033
H 2.577 -3.816 1.999 0.004 -0.220 0.570
O -5.095 -1.035 2.991 -0.397 0.070 0.221
C -4.848 -1.597 1.967 0.278 -0.146 -0.211
C -4.726 -3.095 1.717 0.584 0.534 -0.056
C -4.406 -3.195 0.226 -0.126 -0.085 0.124
C -3.889 -1.804 -0.102 0.484 0.220 -0.629
O -4.497 -0.918 0.850 0.074 0.051 -0.096
H -3.855 -3.347 2.332 -0.141 -0.344 0.001
H -5.600 -3.642 2.049 -0.030 -0.003 0.115
H -3.655 -3.948 -0.005 -0.105 -0.082 -0.022
H -5.314 -3.407 -0.339 0.044 -0.031 -0.067
H -2.800 -1.719 -0.027 -0.115 -0.146 0.484
H -4.092 -1.466 -1.119 -0.452 -0.059 0.284
O 4.151 -1.930 1.627 -0.380 -0.084 -0.370
C 5.150 -2.316 2.153 0.185 0.242 0.033
C 6.239 -1.461 2.766 -0.268 -0.375 0.481
C 6.903 -2.430 3.745 1.477 0.101 -0.287
C 6.617 -3.795 3.111 -0.322 -0.011 0.298
O 5.440 -3.629 2.290 0.026 0.054 0.260
H 6.900 -1.126 1.966 0.042 0.014 0.034
H 5.770 -0.605 3.240 0.096 0.125 -0.073
H 7.996 -2.341 3.776 -0.123 0.288 -0.184
H 6.645 -2.275 4.791 -0.746 -0.308 -0.132
H 7.441 -4.105 2.471 -0.028 -0.033 -0.086
H 6.411 -4.583 3.832 -0.028 -0.016 -0.023
O -1.482 4.618 -1.465 -0.225 0.225 0.203
C -0.653 4.389 -2.295 0.566 -0.501 0.088
C 0.827 4.750 -2.267 -0.118 0.314 -0.079
C 1.345 4.286 -3.631 0.118 0.848 0.040
C 0.269 3.348 -4.151 -0.102 -0.591 0.451
O -0.926 3.673 -3.400 -0.107 0.096 -0.330
H 0.914 5.830 -2.149 -0.080 -0.014 -0.006
H 1.315 4.341 -1.382 -0.124 -0.370 -0.094
H 1.377 5.185 -4.252 0.112 -0.191 -0.185
H 2.353 3.878 -3.612 -0.082 -0.231 -0.052
H 0.052 3.442 -5.211 -0.068 0.193 0.005
H 0.473 2.295 -3.946 0.134 0.055 -0.008
O 2.142 -1.151 -3.102 0.257 -0.078 -0.390
C 1.278 -0.865 -2.333 0.124 0.118 0.597
C 1.062 -1.410 -0.940 -0.019 0.036 0.959
C -0.144 -0.639 -0.397 0.154 0.115 0.372
C -0.707 0.003 -1.653 -2.177 -1.127 0.366
O 0.346 0.075 -2.608 -0.027 0.353 -0.107
H 0.954 -2.494 -0.942 -0.368 0.020 -0.377
H 1.899 -1.282 -0.249 0.384 0.257 -0.551
H -0.841 -1.290 0.129 -0.191 0.002 -0.329
H 0.110 0.112 0.357 0.408 0.006 -0.188
H -1.511 -0.645 -2.036 0.492 -0.242 -0.382
H -1.312 0.894 -1.500 1.014 0.748 -0.095
O 5.420 2.514 -4.008 0.000 0.069 -0.170
C 5.052 1.857 -3.080 0.099 0.271 -0.009
C 4.610 2.381 -1.717 -0.205 -0.962 0.274
C 3.899 1.157 -1.129 -0.170 -0.173 0.183
C 4.650 0.020 -1.810 0.592 0.438 0.422
O 4.989 0.514 -3.120 -0.313 -0.268 0.058
H 5.495 2.610 -1.122 0.022 0.340 -0.171
H 3.960 3.238 -1.852 0.194 0.248 0.114
H 3.959 0.979 -0.053 0.062 0.486 0.020
H 2.837 1.216 -1.381 0.048 -0.349 -0.191
H 5.614 -0.106 -1.298 -0.119 -0.122 0.122
H 4.148 -0.938 -1.810 -0.183 0.037 -0.579
O -3.231 -0.460 -3.805 -0.017 -0.055 -0.080
C -4.267 0.020 -3.443 0.070 0.179 -0.562
C -4.650 1.505 -3.446 0.128 -1.306 1.362
C -5.858 1.519 -2.499 -1.049 0.791 -0.948
C -6.331 0.058 -2.437 0.396 0.379 0.364
O -5.226 -0.744 -2.878 -0.160 0.015 0.056
H -3.750 1.893 -2.968 -0.189 0.810 -0.320
H -4.844 1.904 -4.433 0.247 -0.034 -0.138
H -5.667 2.046 -1.571 0.259 -0.604 0.327
H -6.713 2.053 -2.930 0.303 0.235 -0.111
H -6.602 -0.247 -1.428 -0.003 -0.139 -0.011
H -7.163 -0.100 -3.120 -0.042 -0.153 0.042
```
Positions in Å, forces in eV/Å.

Calculated values
Highest occupied orbital energy (eV): -9.56
Frontier orbital gap (eV): 9.7
Structure (SMILES): O=[N+]([O-])c1ccccc1.O=S1(=O)OCCO1.O=C1CCCO1.O=C1CCCO1.O=C1CCCO1.O=C1CCCO1.O=C1CCCO1.O=C1CCCO1

No. 3
Computed, not measured: a structure of composition C22H25Cl3CoN2OS4, with ωB97M-V/def2-TZVPD.

The geometry in XYZ format:
```
58
Properties=species:S:1:pos:R:3:forces:R:3
Co -0.029 -0.257 0.085 -0.182 0.526 -0.239
C -1.327 -3.152 0.165 0.054 -0.013 0.051
C -1.401 -2.538 1.560 0.005 0.003 -0.048
S -1.616 -0.744 1.689 0.288 0.127 -0.099
C -3.182 -0.354 0.863 -0.011 -0.008 0.013
C -3.168 -0.402 -0.656 -0.065 0.018 -0.058
S -1.699 0.423 -1.335 0.359 -0.233 0.256
C -1.283 -0.599 -2.775 -0.086 0.015 0.016
C -1.036 -2.071 -2.471 0.043 -0.020 0.001
S -0.085 -2.383 -0.940 0.109 0.177 0.060
H -1.035 -4.195 0.270 -0.022 -0.052 0.001
H -2.286 -3.133 -0.345 -0.031 0.000 0.044
H -2.200 -3.012 2.130 -0.025 -0.033 -0.002
H -0.472 -2.705 2.111 -0.009 -0.050 0.006
H -3.953 -1.015 1.261 -0.026 0.010 0.009
H -3.406 0.652 1.221 -0.026 -0.001 -0.033
H -3.188 -1.417 -1.040 -0.033 -0.010 0.044
H -4.039 0.122 -1.046 -0.050 -0.015 -0.015
H -2.080 -0.491 -3.511 -0.006 0.013 -0.048
H -0.396 -0.120 -3.190 0.018 0.002 0.011
H -1.958 -2.643 -2.398 -0.031 -0.005 -0.010
H -0.461 -2.508 -3.285 0.003 -0.026 -0.020
Cl 5.448 6.007 7.559 -0.013 -0.029 -0.014
C 4.837 4.585 6.797 0.038 0.115 0.053
C 5.420 3.357 7.056 0.089 -0.147 0.052
C 4.915 2.223 6.442 0.001 -0.045 0.154
C 3.834 2.298 5.573 0.080 -0.114 -0.050
C 3.304 1.068 4.886 -0.107 -0.163 -0.051
C 3.990 0.916 3.522 0.030 -0.017 -0.207
N 3.198 0.161 2.517 0.248 0.007 0.391
C 3.460 -1.108 2.046 0.134 0.095 0.107
C 2.486 -1.404 1.156 -0.086 0.335 -0.049
N 1.626 -0.311 1.073 -0.291 -0.569 0.186
C 2.092 0.606 1.933 -0.091 -0.168 -0.263
O 3.530 -0.058 5.701 0.104 -0.176 -0.136
C 2.550 -1.092 5.609 -0.114 0.241 -0.040
C 1.163 -0.571 5.842 0.001 -0.331 -0.342
C 0.760 0.019 6.997 -0.042 0.062 0.219
Cl 1.706 0.264 8.396 -0.015 0.000 0.009
S -0.869 0.523 6.946 -0.222 0.176 0.147
C -1.051 -0.043 5.348 -0.030 -0.036 -0.064
C 0.102 -0.601 4.887 0.192 -0.044 -0.121
C 3.285 3.546 5.325 0.002 0.157 -0.076
Cl 1.956 3.715 4.191 0.041 -0.008 0.044
C 3.766 4.693 5.928 -0.161 0.143 -0.106
H 6.257 3.293 7.739 -0.043 -0.008 -0.038
H 5.345 1.254 6.664 -0.011 0.045 -0.022
H 2.235 1.202 4.716 -0.117 0.031 0.033
H 4.931 0.389 3.662 0.055 -0.011 -0.067
H 4.197 1.895 3.099 -0.004 0.040 -0.074
H 4.319 -1.674 2.370 -0.058 0.076 0.001
H 2.375 -2.285 0.545 -0.043 0.075 0.061
H 1.679 1.589 2.121 -0.018 -0.134 0.037
H 2.828 -1.820 6.366 0.061 -0.005 0.083
H 2.589 -1.594 4.636 0.026 -0.004 -0.020
H -1.999 0.060 4.843 0.054 -0.004 0.034
H 0.218 -1.028 3.891 0.017 0.050 0.185
H 3.316 5.656 5.726 0.018 -0.057 0.005
```
Positions in Å, forces in eV/Å.

Calculated values
Highest occupied orbital energy (alpha / beta) (eV): -12.98 / -12.98
Total charge: +2
Spin multiplicity: 2
Frontier orbital gap (alpha / beta) (eV): 4.8 / 5.6

No. 4
Computed, not measured: a structure of composition C6H13N3 in a non-equilibrium geometry, with ωB97M-V/def2-TZVPD.

The geometry in XYZ format:
```
22
Properties=species:S:1:pos:R:3:forces:R:3
C 0.211 0.301 0.620 -3.906 1.974 0.436
C -0.755 -0.436 -1.516 -0.063 -0.253 -0.005
N 0.195 0.348 -0.736 4.669 -2.456 -1.002
N 1.041 1.190 1.277 0.063 0.099 0.097
N -0.148 -0.803 1.355 0.909 0.126 -0.265
C 1.906 -0.590 -0.958 -1.588 0.989 -0.880
C -1.533 1.519 0.281 1.095 -0.629 1.554
C 2.528 -1.565 -0.319 -0.420 -0.108 0.278
C -2.797 1.154 0.368 -0.090 0.158 -0.261
H 1.770 0.771 1.834 -0.032 -0.114 -0.078
H 1.380 1.926 0.675 -0.037 -0.072 -0.006
H -0.484 -1.613 0.861 -0.209 0.176 0.418
H -0.296 -0.647 2.340 -0.236 -0.378 -0.266
H 2.291 -0.152 -1.874 0.004 -0.104 0.022
H -1.197 2.547 0.372 -0.129 0.183 -0.052
H -0.196 -1.062 -2.211 -0.051 0.111 -0.076
H -1.410 -1.101 -0.942 0.084 0.098 0.089
H -1.387 0.255 -2.070 -0.022 -0.048 0.004
H 2.161 -2.005 0.604 -0.074 0.071 -0.077
H 3.436 -2.024 -0.713 0.010 0.306 -0.028
H -3.108 0.118 0.252 0.019 -0.122 0.241
H -3.610 1.868 0.500 0.005 -0.009 -0.142
```
Positions in Å, forces in eV/Å.

Calculated values
Energy relative to the best compared isomer or geometry (same formula, charge and spin) (kcal/mol): 151.1
Highest occupied orbital energy (alpha / beta) (eV): -6.75 / -6.75
Frontier orbital gap (alpha / beta) (eV): 7.7 / 7.7

No. 5
Computed, not measured: a structure of composition C12H23F3HoNO5P2S in a non-equilibrium geometry, with ωB97M-V/def2-TZVPD.

The geometry in XYZ format:
```
48
Properties=species:S:1:pos:R:3:forces:R:3
Ho -0.732 0.190 0.661 0.347 -0.791 -1.951
P -1.833 0.545 -1.909 0.023 -0.594 -0.732
C -1.420 -1.273 -1.925 -0.601 -0.897 1.116
C 0.067 -1.581 -1.829 -0.153 0.156 0.128
N 0.712 -1.073 -0.742 0.231 -0.148 -0.307
C 2.038 -1.306 -0.581 0.003 0.050 -0.008
C 2.759 -2.028 -1.522 -0.202 -0.219 -0.203
C 2.101 -2.571 -2.629 -0.082 0.357 0.504
C 0.732 -2.348 -2.773 -0.149 0.101 -0.106
C 2.744 -0.749 0.644 -0.050 0.055 -0.307
P 1.611 -0.379 2.049 1.205 -0.129 0.091
H 0.163 -2.746 -3.614 0.286 0.059 0.217
H 3.823 -2.165 -1.358 -0.157 -0.079 -0.141
H 2.645 -3.157 -3.359 0.000 0.013 -0.001
H 3.504 -1.466 0.994 -0.142 0.320 -0.222
H 3.256 0.196 0.386 -0.149 -0.398 -0.009
H -1.953 -1.705 -0.963 0.860 0.630 -2.578
H -1.857 -1.705 -2.838 0.144 -0.069 0.393
H -1.942 -1.301 1.966 -0.572 -1.532 -1.901
O -1.997 -1.729 0.877 0.511 0.553 2.792
H -1.639 -2.634 0.937 -0.335 0.279 -0.092
H -1.379 0.572 2.637 -0.812 -1.865 2.427
O -1.507 -0.512 2.931 0.319 3.151 -0.282
H -2.021 -0.489 3.755 -0.031 -0.001 -0.014
C 1.853 -1.832 3.109 -0.443 -0.231 0.195
H 2.911 -1.933 3.390 -0.329 0.052 -0.091
H 1.238 -1.710 4.012 0.255 -0.164 -0.175
H 1.526 -2.737 2.579 0.093 0.148 0.198
C 2.534 0.918 2.925 -0.151 0.369 0.248
H 1.857 1.423 3.629 0.328 -0.088 -0.077
H 3.377 0.480 3.481 -0.239 0.168 -0.217
H 2.903 1.671 2.214 -0.130 -0.195 0.235
C -1.012 1.163 -3.405 0.371 0.564 -0.028
H -1.646 1.001 -4.288 0.228 -0.008 0.297
H -0.849 2.243 -3.272 0.021 -0.274 -0.252
H -0.038 0.681 -3.558 -0.181 0.159 0.081
C -3.576 0.535 -2.422 -0.437 0.240 0.367
H -4.025 1.481 -2.085 -0.046 -0.290 -0.198
H -3.662 0.468 -3.515 0.061 -0.068 0.378
H -4.119 -0.295 -1.952 0.096 0.240 -0.088
F -1.331 5.373 0.921 0.197 -1.908 -0.343
C -1.400 4.111 0.456 -1.346 1.824 -1.061
F -2.687 3.684 0.524 1.586 0.230 0.084
F -1.031 4.103 -0.853 -0.127 -0.266 1.752
S -0.290 2.940 1.455 0.630 -0.817 0.475
O 0.421 2.133 0.407 -0.427 0.957 0.740
O 0.505 3.583 2.452 -1.056 -0.340 -1.184
O -1.335 1.929 2.003 0.553 0.697 -0.151
```
Positions in Å, forces in eV/Å.

Calculated values
Highest occupied orbital energy (alpha / beta) (eV): -15.72 / -15.72
Total charge: +2
Spin multiplicity: 5
Frontier orbital gap (alpha / beta) (eV): 9.3 / 9.4

No. 6
Computed, not measured: a structure of composition C9H13BF4OSSbSe4Tc in a non-equilibrium geometry, with ωB97M-V/def2-TZVPD.

The geometry in XYZ format:
```
35
Properties=species:S:1:pos:R:3:forces:R:3
Tc 0.558 -1.306 -0.284 -0.093 -1.065 -0.704
C 1.570 -3.321 -0.236 1.667 -0.994 -0.116
C 0.258 -3.465 0.169 -1.288 2.143 1.613
C 0.059 -2.619 1.375 -1.957 -1.792 -0.904
C 1.268 -2.009 1.646 2.668 -0.488 -0.591
C 2.284 -2.532 0.740 -0.760 0.425 -0.903
H 1.921 -3.827 -1.163 0.158 0.802 0.946
H -0.586 -3.874 -0.326 -0.195 -0.922 -0.379
H -0.817 -2.748 2.035 0.470 0.652 -0.641
H 1.463 -1.245 2.355 0.216 0.103 0.868
H 3.366 -2.362 0.727 -0.645 0.225 0.051
Se -3.391 -0.593 -0.104 -0.147 0.081 0.863
Sb -5.086 0.235 -1.668 0.494 0.524 -0.818
Se -1.677 -1.134 -1.554 1.068 0.688 -0.907
Se -1.313 0.995 -2.630 -0.601 -0.862 0.630
Se -3.525 1.182 -3.393 -0.579 -0.213 0.203
O -0.002 0.392 0.599 0.410 1.374 0.442
S 0.809 1.327 1.630 -0.254 -1.012 -0.868
C 1.175 2.925 0.770 -0.086 -0.183 1.291
C -0.059 3.846 1.140 2.678 0.759 -0.518
C -0.338 3.471 2.574 -1.171 -1.329 1.312
C -0.572 1.917 2.616 1.319 1.115 -0.524
H 1.340 2.609 -0.233 -0.178 0.035 -1.089
H 2.217 3.254 1.138 -1.835 -0.255 -0.140
H -0.883 3.860 0.435 -0.270 -0.882 0.073
H 0.331 4.873 1.006 -0.189 -0.286 0.590
H -1.256 3.888 2.980 0.091 0.472 0.024
H 0.477 3.652 3.284 -0.044 0.546 -0.413
H -1.456 1.643 2.091 -0.680 -0.276 -0.640
H -0.523 1.342 3.530 -0.029 0.498 0.593
F 1.030 -1.434 -2.197 -0.259 0.136 0.615
B 0.339 -2.254 -4.763 1.583 0.703 -0.575
F 1.163 -1.421 -5.408 -0.559 -0.774 0.427
F 0.656 -3.507 -4.548 -0.095 0.022 -0.005
F -0.796 -1.759 -4.333 -0.909 0.034 0.194
```
Positions in Å, forces in eV/Å.

Calculated values
Energy relative to the best compared isomer or geometry (same formula, charge and spin) (kcal/mol): 22.9
Highest occupied orbital energy (alpha / beta) (eV): -14.48 / -14.48
Total charge: +2
Frontier orbital gap (alpha / beta) (eV): 5.2 / 5.2